Entry 1:
{
  "formula": "CH4S3",
  "method": "ωB97M-V with the def2-TZVPD basis set",
  "elements": ["C", "S", "S", "S", "H", "H", "H", "H"],
  "coordinates": [[0.065, 2.227, 0.071], [-0.611, -2.818, 0.930], [0.744, -0.467, -1.038], [-0.776, -1.718, -0.809], [0.348, 3.008, -0.608], [0.785, 1.941, 0.762], [-0.876, 1.683, 0.295], [0.321, -3.855, 0.396]],
  "lowdin_charge": [0.03, 0.17, 0.10, -0.14, -0.01, -0.06, 0.00, -0.10],
  "e_above_lowest_kj_mol": 266.38,
  "lumo_ev": [-0.087, -1.733],
  "homo_lumo_gap_ev": [8.7, 7.1],
  "spin_multiplicity": 1,
  "charge": 0,
  "homo_ev": [-8.83, -8.81]
}

Entry 2:
{
  "formula": "C11H25NO6SSi2Tb",
  "method": "ωB97M-V with the def2-TZVPD basis set",
  "elements": ["C", "C", "C", "O", "O", "C", "C", "Si", "C", "C", "C", "S", "O", "O", "O", "O", "Si", "C", "C", "C", "N", "H", "H", "H", "H", "H", "H", "H", "H", "H", "H", "H", "H", "H", "H", "H", "H", "H", "H", "H", "H", "H", "H", "H", "H", "H", "Tb"],
  "coordinates": [[4.086, 2.871, 0.109], [4.249, 1.265, -0.182], [3.964, 0.293, 1.107], [3.550, 0.882, 2.250], [4.115, -1.183, 1.123], [2.902, -1.841, 0.581], [1.830, -2.279, 1.780], [0.191, -1.280, 1.379], [-0.712, -2.176, -0.068], [-0.950, -1.265, -1.411], [0.220, -1.507, -2.581], [-0.682, -1.582, -4.256], [0.295, -1.085, -5.378], [-1.122, -3.076, -4.459], [-2.077, -0.563, -4.276], [-0.831, -1.449, 2.807], [-1.877, -0.048, 3.014], [-3.081, 0.194, 1.528], [-3.430, 1.757, 1.166], [-3.276, 2.322, -0.400], [-3.895, 2.632, 2.122], [3.703, 3.374, -0.893], [3.320, 3.138, 0.954], [5.140, 3.344, 0.334], [3.568, 1.018, -1.125], [5.368, 1.078, -0.523], [3.120, -2.794, -0.063], [2.406, -1.043, -0.152], [1.630, -3.435, 1.819], [2.204, -1.895, 2.840], [0.614, 0.086, 1.092], [-1.782, -2.573, 0.266], [-0.044, -3.112, -0.359], [-1.089, -0.120, -1.197], [-1.954, -1.671, -1.912], [0.973, -0.614, -2.501], [0.737, -2.572, -2.469], [-2.858, -1.104, -3.934], [-2.735, -0.335, 4.192], [-1.093, 1.126, 3.372], [-2.725, -0.312, 0.519], [-4.087, -0.377, 1.821], [-4.207, 1.987, -1.066], [-3.272, 3.502, -0.427], [-2.264, 1.882, -0.827], [-4.035, 3.545, 1.635], [-4.107, 4.995, 2.646]],
  "lowdin_charge": [-0.10, -0.09, -0.09, 0.30, -0.01, -0.18, -0.20, 0.52, -0.26, -0.28, -0.21, 0.81, -0.34, -0.35, -0.23, -0.40, 0.57, -0.21, -0.24, -0.02, -0.08, 0.11, 0.09, 0.12, 0.16, 0.18, 0.17, 0.10, 0.12, 0.12, 0.00, 0.12, 0.11, 0.08, 0.11, 0.11, 0.14, 0.10, 0.00, -0.03, 0.08, 0.15, 0.14, 0.08, 0.10, -0.26, 1.92],
  "s2": 13.033,
  "lumo_ev": [-11.923, -12.907],
  "homo_lumo_gap_ev": [4.4, 3.5],
  "spin_multiplicity": 7,
  "charge": 3,
  "homo_ev": [-16.37, -16.37]
}

Entry 3:
{
  "formula": "C12H8DyN2O4Se",
  "method": "ωB97M-V with the def2-TZVPD basis set",
  "elements": ["Dy", "O", "C", "C", "O", "C", "O", "C", "O", "C", "N", "C", "Se", "N", "C", "C", "C", "C", "C", "C", "H", "H", "H", "H", "H", "H", "H", "H"],
  "coordinates": [[-0.103, -0.011, -2.730], [-0.704, 3.354, -3.419], [-0.506, 2.231, -3.364], [2.026, -0.733, -3.452], [3.096, -1.188, -3.421], [-1.878, -1.417, -3.469], [-2.718, -2.209, -3.414], [-0.108, -0.035, -5.473], [-0.109, -0.021, -6.621], [-2.047, -0.290, 0.281], [-0.654, -0.359, 0.732], [0.347, -1.009, 0.050], [0.201, -2.316, -1.392], [1.462, -0.871, 0.819], [1.193, -0.163, 1.988], [2.018, 0.152, 3.041], [1.413, 0.864, 4.093], [0.039, 1.211, 4.048], [-0.776, 0.859, 2.954], [-0.155, 0.168, 1.935], [-2.642, 0.270, 1.009], [-2.478, -1.295, 0.157], [-2.122, 0.233, -0.694], [2.355, -1.290, 0.590], [3.079, -0.153, 3.017], [2.016, 1.151, 4.965], [-0.400, 1.764, 4.888], [-1.847, 1.103, 2.881]],
  "lowdin_charge": [1.20, 0.25, -0.02, -0.09, 0.20, -0.11, 0.21, 0.01, 0.22, 0.02, -0.07, -0.64, 0.83, 0.15, -0.17, 0.04, 0.01, 0.01, 0.04, -0.14, 0.12, 0.12, 0.07, 0.18, 0.15, 0.14, 0.14, 0.13],
  "s2": 9.344,
  "lumo_ev": [-13.257, -13.028],
  "homo_lumo_gap_ev": [5.1, 5.3],
  "spin_multiplicity": 6,
  "charge": 3,
  "homo_ev": [-18.36, -18.36]
}

Computed values of calculated total energy (unit: eV) for the preceding records, in sequence: -33604.739, -74572.756, -113142.194.
Computed values of max |F| (unit: hartree/bohr) for the preceding records, in sequence: 0.0521, 0.1412, 0.1459.